This record from OMol25 describes a gas-phase ion, C9H16N3 (charge +1) in a non-equilibrium geometry. The level of theory is wB97M-V/def2-TZVPD.

Results
SMILES string: C[C@@H]([C@@H]1CCC[NH2+]1)n1ccnc1
Highest occupied orbital energy in eV: -12.0
Net charge: +1
Orbital gap in Eh: 0.325
ΔE to the lowest compared entry with this formula, charge and spin in kJ/mol: 420.6

Last column: Mulliken charge in e.
Cartesian coordinates (Å):
C -3.673642 0.265222 -0.884426  -0.5750
C -2.477848 -0.430398 -0.917314  -0.1856
C -2.620557 0.968098 0.802050  0.0331
C 2.735817 0.182644 0.480012  -0.4933
C 2.160440 -0.747146 -0.541412  -0.7732
C 2.271269 1.553072 0.002381  -0.7243
C 0.732954 -0.193807 -0.607121  -0.1062
C -0.472489 -1.977555 0.810836  -1.7985
C -0.531892 -0.467446 0.599533  -0.2262
N -3.759535 1.032310 0.171325  -0.5599
N -1.782328 0.006981 0.184012  0.2472
N 0.924475 1.298814 -0.556012  0.0128
H -4.679427 0.150441 -1.219892  0.4167
H -2.226764 -1.039589 -1.749895  0.3870
H -2.355683 1.531088 1.728056  0.3354
H 2.412628 -0.034248 1.537298  0.2198
H 3.827511 0.238399 0.526410  0.4364
H 2.550935 -0.652668 -1.442032  0.4213
H 1.976272 -1.809958 -0.198450  0.2865
H 2.233885 2.435212 0.593215  0.4065
H 3.064476 1.749401 -0.706370  0.3503
H 0.213343 -0.610577 -1.567627  0.3775
H -0.753649 -2.363811 -0.104243  0.4753
H -0.952896 -2.203258 1.709768  0.4076
H 0.463028 -2.417460 1.106217  0.4598
H -0.386654 0.060834 1.589804  0.4567
H 0.206427 1.646107 0.069231  0.3561
H 0.899907 1.829305 -1.415366  0.3560

Atoms 1-6, force components in eV/Å:
C -0.5 -1.9 -0.4
C -2.0 1.1 -0.5
C 0.7 -0.4 0.6
C 1.1 0.5 2.7
C -4.1 -1.5 5.4
C 1.3 -0.9 0.1